The following is a DFT calculation (wB97M-V/def2-TZVPD) of a 2-piece molecular cluster, C6H14 overall.

Results
- SMILES string: C=CC(C)C.C
- F_max: 0.0143 Eh/bohr
- DFT total energy: -236.97640 Eh

ORCA input file:
```
! wB97M-V def2-TZVPD RIJCOSX def2/J DEFGRID3
* xyz 0 1
C 1.415 -1.230 0.322
C 1.182 0.077 0.152
C 0.153 0.721 -0.751
C -0.851 -0.241 -1.393
C 0.866 1.534 -1.833
H 2.183 -1.568 1.012
H 0.861 -1.998 -0.208
H 1.787 0.775 0.733
H -0.425 1.420 -0.132
H -1.428 -0.773 -0.629
H -1.565 0.307 -2.017
H -0.356 -0.983 -2.029
H 1.524 0.902 -2.439
H 1.478 2.326 -1.386
H 0.144 2.013 -2.503
C -1.394 -0.657 2.621
H -1.045 0.282 2.186
H -1.427 -1.429 1.849
H -0.709 -0.965 3.414
H -2.394 -0.512 3.033
*
```

***

The following is a DFT calculation (wB97M-V/def2-TZVPD) of a 2-piece molecular cluster, CF2NO2 overall at a distorted geometry.

Results
- F_max: 0.0971 Eh/bohr
- DFT total energy: -442.99229 Eh

ORCA input file:
```
! wB97M-V def2-TZVPD RIJCOSX def2/J DEFGRID3
* xyz -1 1
C -1.396 -0.024 -0.094
N 1.494 0.145 0.579
O -1.694 -1.086 -0.510
O -1.364 1.058 0.198
F 2.032 -1.193 0.309
F 1.847 0.997 -0.570
*
```

***

The following is a DFT calculation (wB97M-V/def2-TZVPD) of C24H42Cl3N4O3SSiSr as an isolated structure at a distorted geometry.

Results
- F_max: 0.0435 Eh/bohr
- DFT total energy: -3483.67695 Eh

ORCA input file:
```
! wB97M-V def2-TZVPD RIJCOSX def2/J DEFGRID3
* xyz -1 1
C 1.959 -1.695 -5.471
C 1.430 -0.448 -4.819
H 2.082 -1.483 -6.547
H 1.266 -2.550 -5.382
H 2.937 -2.006 -5.065
C 0.863 0.519 -5.556
C 0.696 0.476 -7.047
H 0.511 1.416 -5.054
H 0.064 -0.345 -7.422
H 1.666 0.378 -7.567
H 0.252 1.414 -7.394
Sr -1.763 -0.785 1.816
Cl 0.773 -1.345 3.119
Cl -3.646 -2.731 1.398
C -0.202 2.066 1.972
O -1.318 1.620 2.383
N -0.070 3.254 1.376
C -1.213 4.182 1.294
C 1.255 3.755 0.992
H 0.730 1.470 2.103
H -2.142 3.605 1.404
H -1.200 4.689 0.318
H -1.149 4.950 2.082
H 1.853 2.920 0.588
H 1.790 4.182 1.859
H 1.152 4.538 0.230
H -2.384 -2.118 -2.452
H -2.108 -0.090 -4.386
C -3.231 -1.489 -2.133
C -2.964 0.321 -3.826
N -2.917 -0.090 -2.414
H -3.444 -1.633 -1.065
C -2.775 0.799 -1.411
O -2.766 0.532 -0.199
H -2.943 1.420 -3.910
H -2.679 1.845 -1.775
H -4.106 -1.765 -2.736
H -3.881 -0.075 -4.279
O 0.962 -1.335 -2.575
C 1.635 -0.380 -3.287
C 0.073 1.493 -2.633
C 1.389 1.031 -2.733
H -0.769 0.790 -2.653
C -0.179 2.874 -2.579
H 2.695 -0.628 -3.105
C 2.456 1.886 -2.478
H -1.196 3.274 -2.687
C 0.896 3.754 -2.389
C 2.189 3.239 -2.226
H 3.474 1.475 -2.528
H 0.745 4.836 -2.381
H 2.988 3.911 -1.885
Si 0.616 -3.154 -1.155
Cl -0.374 -1.248 -0.340
C -0.907 -4.307 -1.037
C 1.791 -3.492 0.284
C 1.487 -3.539 -2.758
H -1.690 -3.966 -0.345
H -0.553 -5.281 -0.667
H -1.365 -4.483 -2.020
H 0.885 -3.176 -3.596
H 1.523 -4.663 -2.806
H 2.544 -3.157 -2.787
H 2.156 -2.588 0.793
H 2.630 -4.086 -0.110
H 1.252 -4.099 1.026
C 0.149 -2.405 6.717
N -0.021 -0.998 6.370
C 0.975 -0.058 6.536
C 0.610 1.048 5.823
N -0.623 0.760 5.252
C -1.015 -0.521 5.541
S -2.349 -1.354 4.984
H -0.838 -2.865 6.751
H 0.773 -2.949 5.994
H 0.627 -2.449 7.701
H 1.856 -0.237 7.151
H 1.134 1.976 5.684
H -1.061 1.303 4.505
*
```